{"formula": "C3H7N3", "method": "the ωB97M-V functional and the def2-TZVPD basis", "symbols": ["C", "C", "C", "H", "H", "H", "H", "H", "H", "H", "N", "N", "N"], "coordinates": [[-1.559972, -0.492694, -0.169590], [1.938452, -0.171608, -0.211621], [0.808493, 0.862392, -0.178402], [-2.673611, 0.975142, 0.164712], [-2.509889, -1.018707, -0.742702], [-0.221498, -1.957605, 0.655816], [1.925584, -0.779812, -0.932890], [2.734845, 0.336874, 0.504559], [-0.243486, 0.897003, -0.732291], [1.010325, 1.839550, 0.276607], [-1.753613, 0.721206, 0.346969], [-0.231777, -1.027622, 0.143371], [0.776151, -0.184123, 0.875465]], "forces_ev_per_angstrom": [[-0.653, 2.020, 3.103], [-1.361, 8.523, 8.968], [-0.686, 0.980, 0.224], [-2.137, 0.868, -0.682], [3.243, 0.521, 1.379], [-0.494, 1.448, -1.315], [0.603, -5.137, -5.033], [-0.628, -1.892, -2.549], [3.772, 0.266, 0.431], [0.216, -0.243, -0.467], [1.088, -3.698, -0.979], [-1.609, -2.823, 0.644], [-1.355, -0.834, -3.725]], "smiles": "[H]/N=C/NN1CC1", "lumo_energy_ev": 1.025, "de_lowest_ev": 5.6467, "energy_ev": -7689.033, "gap_ev": 9.81}